# 1
Formula: C6H25BeN12O7
Source: the Open Molecules 2025 dataset
Level of theory: the ωB97M-V functional and the def2-TZVPD basis

Values from the calculation:
Net charge = +2
HOMO energy (spin up / spin down) = -14.730 / -14.730 eV
Electronic energy = -1441.37618 a.u.
Expectation value of S² = 0.754
Spin multiplicity = 2

```
51
Properties=species:S:1:pos:R:3:lowdin_spin:R:1
O -1.23 2.37 -1.92 0.00
O 0.15 -1.41 5.22 0.00
O -0.96 -0.26 0.03 0.01
O 3.10 2.19 0.05 0.00
O 0.30 -0.49 -2.59 0.00
O -3.68 1.26 -0.56 0.00
O 0.58 -4.75 0.21 0.80
N -0.99 0.47 4.78 0.00
N 4.45 0.44 0.33 0.00
N -0.55 -0.84 3.18 0.00
N -3.13 0.66 1.42 0.00
N 1.21 -1.32 -4.40 0.00
N 0.94 -2.63 -0.14 0.04
N 2.01 0.47 -3.40 0.00
N -5.18 0.80 0.99 0.00
N -1.03 -3.16 0.35 0.05
N 0.76 3.01 -2.41 0.00
N 2.54 0.10 -0.37 0.00
N 0.35 2.33 -0.45 0.00
C -0.10 2.58 -1.60 0.00
C -0.34 -0.61 4.43 0.00
C 3.34 1.01 0.11 0.00
C 0.20 -3.59 0.20 0.09
C -3.95 0.96 0.56 0.00
C 1.12 -0.46 -3.45 0.00
Be -2.19 -0.13 -2.01 0.00
H -1.13 -2.17 0.52 0.00
H -0.69 -0.05 2.57 0.00
H 0.47 -1.74 -0.19 0.00
H 4.58 -0.52 0.61 0.00
H 1.53 -0.96 -5.29 0.00
H 0.32 -1.80 -4.34 0.00
H 1.34 2.19 -0.27 0.00
H 2.77 0.73 -4.00 0.00
H -3.34 0.58 2.40 0.00
H -0.34 1.73 -0.01 0.00
H 1.61 3.03 -1.86 0.00
H 1.69 0.18 -0.91 0.00
H 5.31 0.95 0.46 0.00
H 0.00 -1.62 2.84 0.00
H -5.92 1.17 0.40 0.00
H -1.27 0.36 5.75 0.00
H -1.66 0.93 4.18 0.00
H -1.76 -3.82 0.57 0.00
H 0.69 3.56 -3.25 0.00
H 2.71 -0.78 0.09 0.00
H -0.63 -0.39 0.94 0.00
H 1.95 -2.63 -0.08 0.00
H 1.68 1.17 -2.74 0.00
H -2.15 0.59 1.18 0.00
H -5.48 0.31 1.82 0.00
```

# 2
Formula: C6H25NO7
Source: the Open Molecules 2025 dataset
Level of theory: the ωB97M-V functional and the def2-TZVPD basis

Values from the calculation:
HOMO energy = -8.647 eV
Electronic energy = -824.99605 a.u.
Structure (SMILES) = C=CC[C@H](C)NCO.O.O.O.O.O.O
Spin multiplicity = 1

```
39
Properties=species:S:1:pos:R:3:lowdin_charge:R:1
O 0.85 -2.47 -3.42 -0.05
O 3.81 0.14 2.02 -0.09
O -1.83 -2.07 -3.72 -0.06
O -2.24 0.17 -2.06 -0.09
O 2.39 1.83 0.40 -0.11
O -0.26 1.88 -2.21 -0.05
O 1.61 0.27 -1.79 -0.12
N 0.56 1.32 1.99 -0.01
C -3.49 -0.53 1.99 -0.01
C -2.45 0.28 2.18 -0.20
C 1.02 -1.14 1.59 -0.05
C 1.13 2.20 0.95 -0.25
C -1.14 -0.26 2.63 -0.19
C -0.01 0.06 1.57 -0.37
H 1.19 1.30 2.76 0.11
H -4.51 -0.22 1.81 0.05
H -0.90 1.37 -1.64 0.05
H -3.43 -1.61 2.04 0.05
H 1.26 -1.60 -3.26 0.04
H -2.51 -0.26 -1.20 0.07
H -2.21 -1.98 -4.60 0.06
H 1.31 -1.39 2.62 0.09
H 0.34 2.40 0.24 0.10
H 3.19 0.55 1.38 -0.02
H -0.60 0.13 0.62 0.13
H -1.21 -1.38 2.66 0.11
H -0.48 1.63 -3.11 0.07
H -2.04 -0.72 -2.44 0.02
H 1.09 -2.91 -2.60 0.06
H 4.31 0.93 2.28 0.04
H 0.49 -1.92 1.01 0.08
H -2.55 1.37 2.08 0.11
H 2.42 0.27 -2.32 0.05
H 1.35 3.19 1.35 0.12
H 1.94 -0.95 1.05 0.04
H 0.97 1.03 -2.15 0.02
H -0.88 -2.21 -3.89 0.01
H 2.33 1.32 -0.48 0.08
H -0.81 -0.02 3.68 0.13
```

# 3
Formula: C6H26BrF3N5O8
Source: the Open Molecules 2025 dataset
Level of theory: the ωB97M-V functional and the def2-TZVPD basis

Values from the calculation:
Net charge = +1
HOMO energy = -12.424 eV
Electronic energy = -3993.17835 a.u.
Spin multiplicity = 1

```
49
Properties=species:S:1:pos:R:3:lowdin_charge:R:1
Br 0.28 4.05 -4.04 0.69
F 0.54 -0.96 3.57 0.09
F -1.71 -0.82 3.27 0.12
F -0.62 -2.81 2.71 0.11
O 2.80 0.51 2.16 -0.06
O 4.79 -1.26 3.38 -0.05
O -2.92 -3.87 4.85 -0.04
O 0.70 -2.00 -3.43 -0.06
O -3.20 -0.36 -4.78 -0.07
O 2.45 3.90 2.71 -0.07
O -1.17 1.57 -6.49 -0.07
O -1.47 -4.60 7.57 -0.07
N -2.50 1.98 -0.90 0.11
N -1.39 1.26 -1.33 -0.14
N 0.64 -1.21 0.27 0.13
N 0.33 -0.43 -0.80 0.10
N -1.33 0.10 0.82 0.21
C 0.15 2.86 -2.46 -0.70
C -0.83 0.37 -0.51 -0.21
C -0.55 -1.41 2.77 -0.34
C -0.36 -0.87 1.26 -0.04
C -0.85 1.59 -2.70 -0.13
C 1.56 2.39 -1.86 -0.13
H -0.35 3.47 -1.63 0.10
H 2.07 1.56 -2.45 0.09
H 1.37 2.06 -0.79 0.08
H 2.22 3.33 -1.81 0.10
H -0.24 -2.15 -3.53 0.05
H 1.40 -1.90 0.37 0.20
H -1.67 1.87 -3.43 0.12
H -2.47 0.16 -5.14 -0.01
H -2.87 2.59 -1.64 0.12
H -3.24 1.34 -0.54 0.12
H -0.27 0.72 -3.15 0.12
H 3.55 -0.08 2.34 0.00
H -2.96 -4.62 4.25 0.06
H -3.26 -1.13 -5.36 0.04
H -2.07 -4.57 8.32 0.04
H 4.77 -1.49 4.32 0.06
H 0.84 -0.42 -1.69 0.13
H 2.03 -0.01 2.41 -0.02
H -2.17 -3.35 4.52 0.01
H 1.11 -2.72 -3.93 0.06
H -2.03 -4.40 6.81 -0.01
H -1.20 2.05 -7.33 0.05
H -0.45 2.00 -6.00 -0.02
H 3.19 3.31 2.88 0.03
H 1.68 3.38 2.97 0.02
H 5.71 -0.98 3.23 0.06
```

# 4
Formula: C6H26N2O5
Source: the Open Molecules 2025 dataset
Level of theory: the ωB97M-V functional and the def2-TZVPD basis

Values from the calculation:
HOMO energy = -9.256 eV
Electronic energy = -729.87749 a.u.
Structure (SMILES) = CCNC[C@@H](C)NC.O.O.O.O.O
Spin multiplicity = 1

```
39
Properties=species:S:1:pos:R:3:lowdin_charge:R:1
O -0.50 -3.14 2.48 -0.09
O 3.19 -0.58 -1.26 -0.05
O -0.85 -3.10 -0.33 -0.09
O 4.38 1.78 -0.48 -0.09
O 2.74 -1.97 1.16 -0.04
N -2.14 -0.80 -1.12 -0.13
N 0.27 1.88 -0.09 -0.06
C -3.22 -0.79 -0.16 -0.11
C -0.27 2.93 0.80 -0.25
C -0.10 2.62 2.31 -0.08
C -1.26 0.39 -1.26 -0.37
C -0.39 0.20 -2.47 -0.04
C -0.46 0.63 0.01 -0.21
H 2.51 -2.82 0.77 0.06
H -0.32 -3.17 1.52 -0.02
H 1.24 1.72 0.18 0.10
H -0.73 -0.42 -3.31 0.08
H -1.46 -2.99 2.40 0.03
H -1.20 0.62 0.82 0.10
H 1.86 -1.59 1.30 0.04
H -1.37 -2.35 -0.75 0.01
H -0.27 -3.36 -1.05 0.04
H -1.96 1.24 -1.36 0.14
H 3.91 1.00 -0.84 -0.02
H 3.37 -1.14 -0.50 0.02
H -3.59 -1.79 0.03 0.08
H 0.20 3.85 0.45 0.11
H 0.54 -0.30 -2.17 0.05
H -0.09 1.15 -2.88 0.08
H 2.42 -0.68 -1.80 0.02
H -3.98 -0.03 -0.36 0.09
H 0.50 1.72 2.41 0.06
H -1.02 2.60 2.88 0.07
H -2.86 -0.44 0.80 0.06
H -1.32 3.00 0.59 0.10
H 3.99 1.98 0.38 0.02
H -2.47 -1.02 -2.05 0.11
H 0.15 -0.24 0.19 0.11
H 0.55 3.39 2.75 0.07
```

# 5
Formula: C6H26NO6
Source: the Open Molecules 2025 dataset
Level of theory: the ωB97M-V functional and the def2-TZVPD basis

Values from the calculation:
Net charge = +1
HOMO energy = -11.663 eV
Electronic energy = -750.05900 a.u.
Spin multiplicity = 1

```
39
Properties=species:S:1:pos:R:3:lowdin_charge:R:1
O 0.87 2.85 -2.47 -0.04
O 1.06 3.42 1.44 -0.07
O 0.21 -1.33 -2.75 -0.16
O 3.36 -1.62 0.89 -0.09
O 1.34 -2.89 -0.99 -0.04
O 2.86 0.63 -0.41 -0.05
N -0.08 0.73 -0.67 0.13
C -0.40 -1.61 1.93 -0.08
C -1.55 -0.78 1.49 -0.31
C -1.50 0.82 1.52 -0.12
C -0.91 1.44 0.21 -0.24
C -2.56 -1.38 0.86 -0.12
C -3.73 -0.58 0.28 -0.09
H -3.70 0.48 0.46 0.03
H 3.60 0.81 -0.90 0.00
H 0.65 3.88 2.19 0.07
H 2.53 -0.31 -0.36 0.05
H -2.73 -2.46 0.86 0.12
H -0.98 1.04 2.42 0.08
H 1.47 -3.47 -0.28 0.02
H 0.23 -0.91 -3.72 0.12
H -0.60 -2.26 2.83 0.11
H 1.61 -3.28 -1.81 0.05
H -3.83 -0.70 -0.84 0.09
H 3.98 -1.23 0.15 0.10
H -1.78 2.00 -0.21 0.13
H 0.53 -1.06 2.07 0.07
H -2.65 1.20 1.74 0.16
H 0.42 3.06 -3.30 0.07
H -4.63 -1.04 0.72 0.08
H 1.67 2.29 -2.61 0.08
H 0.17 -2.35 -2.72 0.08
H -0.23 -2.47 1.23 0.08
H -0.28 2.38 0.75 0.14
H 0.30 1.40 -1.52 0.17
H -0.69 -0.07 -1.01 0.15
H 1.73 4.03 1.09 0.07
H 0.71 0.27 -0.15 0.14
H 3.52 -0.96 1.56 0.04
```

# 6
Formula: C6H27ClN5O7
Source: the Open Molecules 2025 dataset
Level of theory: the ωB97M-V functional and the def2-TZVPD basis

Values from the calculation:
Net charge = -1
HOMO energy = -2.542 eV
Electronic energy = -1504.94827 a.u.
Spin multiplicity = 1

```
46
Properties=species:S:1:pos:R:3:lowdin_charge:R:1
Cl -0.82 -0.17 0.42 0.88
O 0.96 -1.74 -0.85 -0.11
O 0.71 0.50 -1.66 -0.10
O -0.61 -0.10 -2.85 0.19
O 4.05 0.31 -0.43 -0.17
O -1.31 2.44 0.48 -0.10
O -0.23 -1.40 2.51 -0.11
O -5.15 -1.27 1.24 0.00
N -3.35 0.08 1.55 0.14
N -3.11 -1.64 0.34 0.09
N -2.40 -0.31 -1.48 0.13
N -2.59 -0.82 -3.62 0.17
N 1.50 -0.59 0.50 -0.11
C 1.97 0.79 0.60 -0.37
C 1.20 1.49 1.79 -0.07
C 5.46 0.52 -0.68 -0.11
C 3.45 0.98 0.68 -0.20
C -1.80 -0.41 -2.61 -0.54
C -3.97 -0.97 1.04 -0.75
H 6.15 0.44 0.16 0.07
H -0.81 -1.00 3.16 0.04
H 5.78 -0.12 -1.50 0.08
H 0.84 -2.64 -0.54 0.05
H 3.68 2.04 0.80 0.12
H -2.26 -1.11 0.20 -0.04
H -1.73 2.26 1.32 0.02
H 0.12 0.14 -2.32 -0.38
H -3.23 -0.87 -1.37 0.10
H 0.25 0.38 -0.83 -0.11
H -1.07 1.58 0.14 -0.10
H 1.21 0.97 2.75 0.07
H 5.58 1.54 -1.04 0.07
H 0.22 -1.26 -0.47 -0.08
H 3.87 0.48 1.55 0.12
H -2.27 -0.95 -4.57 0.11
H 0.13 1.55 1.59 0.00
H -3.56 -1.04 -3.47 0.10
H 1.52 2.52 1.88 0.07
H -1.87 -0.20 -0.63 -0.15
H 1.54 -1.00 1.42 0.08
H -2.43 0.38 1.27 -0.01
H -3.43 -2.44 -0.19 0.14
H -0.40 -0.91 1.70 -0.20
H 0.49 -0.55 0.45 -0.25
H -3.96 0.81 1.90 0.12
H 1.66 1.30 -0.32 0.12
```

Question: The highest electronic energy belongs to which entry?
Answer: C6H26N2O5

Question: What is the formula in the fourth record?
Answer: C6H26N2O5

Question: What is the formula in the second record?
Answer: C6H25NO7